Model w:
A cluster of 10 separate species, C42H111N7O14 in total. Source: OMol25; level of theory: wB97M-V/def2-TZVPD.

Geometry as XYZ:
```
174
Properties=species:S:1:pos:R:3:mulliken_charge:R:1
C 2.324 -5.341 -3.673 -1.696
C 2.062 -4.136 -2.789 2.493
C 1.770 -4.563 -1.357 -0.141
O 2.931 -5.142 -0.806 -0.386
C 2.815 -5.521 0.558 -0.570
N 3.226 -3.254 -2.873 -0.683
H 1.520 -6.086 -3.572 0.332
H 3.252 -5.854 -3.425 0.354
H 2.298 -5.071 -4.729 0.325
H 1.190 -3.601 -3.135 -1.404
H 0.910 -5.258 -1.289 0.442
H 1.421 -3.669 -0.809 -0.269
H 2.496 -6.563 0.650 0.274
H 2.111 -4.866 1.093 0.098
H 3.775 -5.337 1.031 0.297
H 3.013 -2.296 -2.590 0.202
H 3.883 -3.548 -2.146 0.394
C -2.995 -4.050 -3.385 -1.511
C -1.573 -3.696 -3.757 0.557
C -1.335 -3.658 -5.256 -0.683
O 0.033 -3.504 -5.483 0.008
C 0.342 -3.617 -6.846 -1.008
N -1.087 -2.500 -3.059 1.031
H -3.689 -3.305 -3.784 0.176
H -3.070 -4.115 -2.303 0.296
H -3.236 -5.021 -3.815 0.507
H -0.937 -4.524 -3.401 0.033
H -1.862 -2.794 -5.708 0.204
H -1.712 -4.582 -5.720 0.550
H 1.390 -3.336 -6.956 0.263
H -0.268 -2.922 -7.429 0.362
H 0.272 -4.664 -7.157 0.300
H -0.131 -2.299 -3.330 -0.641
H -1.644 -1.706 -3.368 -1.328
C 3.803 0.952 7.431 -1.613
C 3.501 1.787 6.190 0.616
C 2.066 2.254 6.066 -0.842
O 1.094 1.229 6.094 -0.481
C 1.303 0.333 5.029 1.075
N 4.293 3.047 6.232 -0.337
H 4.785 0.496 7.297 0.451
H 3.128 0.078 7.447 0.281
H 3.661 1.486 8.363 0.346
H 3.897 1.261 5.321 0.096
H 1.997 2.708 5.062 0.223
H 1.795 2.973 6.836 0.522
H 2.270 -0.156 5.126 0.062
H 1.088 0.785 4.054 -0.054
H 0.543 -0.442 5.132 -0.668
H 5.259 2.866 6.470 0.264
H 3.908 3.671 6.932 0.259
C -5.073 -2.624 1.410 -1.102
C -5.029 -1.126 1.735 0.508
O -4.910 -0.317 0.581 -0.626
H -5.801 -2.795 0.613 0.308
H -5.355 -3.203 2.298 0.431
H -4.108 -3.036 1.110 0.135
H -4.126 -0.929 2.337 -0.485
H -5.917 -0.850 2.297 0.503
H -4.030 -0.463 0.201 0.090
C -0.116 -1.687 0.874 -0.629
C -1.434 -0.945 0.720 1.513
O -2.355 -1.543 -0.191 -0.096
H -0.296 -2.749 1.027 0.397
H 0.357 -1.298 1.783 0.198
H 0.529 -1.519 0.010 -0.283
H -1.286 0.109 0.459 -0.272
H -1.942 -0.995 1.685 -0.602
H -1.999 -1.735 -1.094 -0.158
C -1.273 2.996 1.520 0.067
C -2.546 3.352 0.754 -0.696
O -2.308 3.307 -0.690 -0.309
H -0.666 3.831 1.881 0.518
H -0.611 2.277 1.043 -0.292
H -1.643 2.555 2.450 -0.218
H -2.852 4.386 0.983 0.368
H -3.349 2.660 1.034 0.443
H -3.157 3.077 -1.120 0.102
C 0.022 2.021 -7.441 -0.511
O 1.185 1.663 -6.777 -0.416
C 1.121 0.379 -6.199 -0.892
C -0.045 0.181 -5.267 0.009
N -0.089 1.059 -4.136 0.566
C 0.892 0.853 -3.048 -0.676
C 0.859 2.021 -2.126 0.231
O 1.222 3.162 -2.853 -0.524
C 1.453 4.235 -1.989 -0.451
H 0.233 2.906 -8.042 0.269
H -0.763 2.289 -6.724 0.081
H -0.329 1.253 -8.145 0.310
H 2.068 0.220 -5.689 0.370
H 1.022 -0.342 -7.029 0.514
H -0.051 -0.883 -5.005 -0.843
H -0.973 0.325 -5.832 0.515
H 0.136 1.997 -4.474 0.387
H 1.887 0.780 -3.510 0.804
H 0.639 -0.024 -2.439 -0.300
H 1.638 1.830 -1.368 0.202
H -0.118 2.168 -1.650 -0.135
H 2.295 3.985 -1.333 0.087
H 0.555 4.491 -1.414 0.153
H 1.715 5.115 -2.574 0.320
C -1.827 1.140 4.632 -0.602
O -2.063 -0.189 4.147 0.317
C -2.850 -0.974 5.059 -1.058
C -2.600 -2.432 4.826 -0.560
N -1.270 -2.695 5.345 -0.219
C -0.665 -3.954 4.953 -0.558
C 0.669 -4.036 5.632 -0.753
O 1.533 -3.097 5.006 -0.018
C 2.773 -2.983 5.656 -0.919
H -1.524 1.098 5.677 0.425
H -2.680 1.797 4.430 0.341
H -1.002 1.489 4.017 -0.327
H -3.900 -0.713 4.852 0.421
H -2.610 -0.760 6.105 0.575
H -2.746 -2.736 3.780 0.337
H -3.304 -2.975 5.465 0.428
H -0.647 -2.000 4.934 -0.297
H -0.525 -4.078 3.865 0.146
H -1.257 -4.815 5.286 0.499
H 1.036 -5.068 5.547 0.465
H 0.533 -3.741 6.678 0.342
H 3.293 -3.941 5.672 0.358
H 2.641 -2.589 6.673 0.346
H 3.338 -2.239 5.097 0.196
C 7.139 3.635 3.706 -0.709
O 6.334 4.468 2.963 -0.411
C 4.992 4.402 3.393 0.526
C 4.065 4.915 2.309 -0.955
N 4.396 4.471 0.931 -0.282
C 4.415 3.021 0.697 -1.342
C 3.250 2.260 1.299 0.996
O 3.265 0.966 0.689 -0.537
C 2.483 0.060 1.393 -0.029
H 6.952 2.571 3.497 0.269
H 6.996 3.801 4.783 0.232
H 8.185 3.843 3.486 0.296
H 4.860 4.976 4.320 0.497
H 4.676 3.392 3.680 -0.409
H 4.085 6.006 2.247 0.414
H 3.047 4.577 2.515 0.221
H 5.361 4.725 0.728 0.325
H 5.318 2.489 1.031 0.295
H 4.361 2.910 -0.389 0.474
H 2.259 2.695 1.107 0.043
H 3.424 2.189 2.384 -0.147
H 3.093 -0.424 2.171 0.371
H 2.152 -0.743 0.730 0.020
H 1.602 0.523 1.850 -0.141
C -5.235 -0.665 -5.387 -0.747
O -4.964 -0.222 -4.090 -0.526
C -3.601 -0.026 -3.887 1.552
C -3.317 0.727 -2.620 0.068
N -3.875 2.087 -2.684 -0.167
C -3.384 2.901 -3.745 0.366
C -3.963 4.282 -3.635 -0.958
O -5.368 4.203 -3.404 -0.298
C -5.934 5.458 -3.195 -0.815
H -4.983 -1.729 -5.498 0.220
H -4.672 -0.085 -6.128 0.299
H -6.294 -0.542 -5.606 0.317
H -3.046 0.427 -4.723 -0.178
H -3.086 -1.003 -3.828 -0.432
H -2.294 0.710 -2.244 -0.217
H -3.900 0.224 -1.836 0.076
H -4.865 2.059 -2.503 0.316
H -3.519 2.491 -4.757 0.566
H -2.303 2.953 -3.578 -0.271
H -3.787 4.876 -4.546 0.468
H -3.444 4.828 -2.829 0.339
H -7.004 5.409 -3.402 0.238
H -5.504 6.319 -3.719 0.322
H -5.878 5.731 -2.121 0.297
```

Calculated values
* highest occupied orbital energy: -8.45 eV
* SMILES string: COC[C@H](C)N.COC[C@H](C)N.COC[C@H](C)N.COCCNCCOC.COCCNCCOC.COCCNCCOC.COCCNCCOC.CCO.CCO.CCO
* frontier orbital gap: 8.959 eV
* total charge: 0

---

Model x:
A cluster of 10 separate species, C42H111N7O14 in total. Source: OMol25; level of theory: wB97M-V/def2-TZVPD.

Geometry as XYZ:
```
174
Properties=species:S:1:pos:R:3:mulliken_charge:R:1
C -4.650 -13.407 15.309 -1.480
C -5.053 -14.636 14.527 0.684
C -4.062 -14.891 13.400 0.521
O -4.551 -15.776 12.419 -0.421
C -5.591 -15.266 11.614 -0.639
N -5.069 -15.793 15.470 -0.865
H -5.047 -13.478 16.322 0.464
H -4.989 -12.470 14.865 0.330
H -3.559 -13.316 15.383 0.124
H -6.067 -14.592 14.134 0.477
H -3.121 -15.214 13.840 -0.881
H -3.806 -13.954 12.868 0.377
H -6.505 -15.092 12.185 0.284
H -5.775 -16.024 10.856 0.288
H -5.281 -14.342 11.110 0.259
H -5.165 -16.630 14.893 0.325
H -4.119 -15.902 15.829 0.250
C 1.734 -14.601 9.798 -0.896
C 0.654 -14.034 8.880 0.609
C -0.239 -13.059 9.646 -1.008
O -0.832 -13.686 10.778 0.130
C -1.970 -14.441 10.485 -0.561
N 1.192 -13.299 7.739 -0.741
H 2.291 -15.373 9.263 0.418
H 1.294 -15.064 10.684 -0.043
H 2.415 -13.808 10.111 0.200
H 0.014 -14.827 8.485 0.265
H -1.006 -12.630 8.998 0.353
H 0.412 -12.294 10.078 0.342
H -2.860 -13.849 10.235 0.239
H -2.277 -15.046 11.341 -0.177
H -1.778 -15.183 9.699 0.362
H 1.845 -13.836 7.179 0.266
H 1.756 -12.522 8.074 0.258
C 5.727 -15.059 16.571 -1.411
C 4.846 -16.160 15.990 0.537
C 3.700 -16.596 16.880 -0.178
O 4.053 -17.135 18.133 -0.394
C 4.916 -18.246 18.113 -0.754
N 4.299 -15.757 14.692 -0.394
H 6.604 -15.018 15.917 0.549
H 6.034 -15.322 17.587 0.300
H 5.312 -14.056 16.697 0.125
H 5.523 -17.007 15.827 0.266
H 3.114 -17.350 16.320 0.511
H 3.031 -15.753 17.057 -0.555
H 4.499 -19.055 17.492 0.286
H 5.027 -18.573 19.141 0.278
H 5.886 -18.011 17.666 0.299
H 5.050 -15.396 14.115 0.327
H 3.905 -16.546 14.189 0.161
C 6.389 -9.393 20.482 -0.757
O 6.034 -10.494 19.677 -0.328
C 6.496 -11.719 20.186 -0.754
C 6.119 -12.851 19.235 -0.771
N 4.759 -12.722 18.729 -0.037
C 3.783 -13.578 19.439 -0.863
C 2.472 -13.502 18.726 -0.144
O 1.806 -12.301 19.032 -0.489
C 0.707 -12.104 18.176 -0.412
H 7.436 -9.456 20.808 0.292
H 5.831 -9.440 21.430 0.313
H 6.185 -8.498 19.908 0.238
H 5.992 -11.890 21.159 0.314
H 7.562 -11.714 20.453 0.483
H 6.259 -13.755 19.831 0.400
H 6.813 -12.842 18.389 0.347
H 4.507 -11.743 18.802 0.306
H 3.719 -13.228 20.476 0.401
H 4.162 -14.599 19.385 0.514
H 1.845 -14.357 19.037 0.479
H 2.665 -13.623 17.651 -0.009
H 1.006 -11.553 17.281 0.243
H -0.143 -11.648 18.687 0.268
H 0.272 -13.060 17.850 0.118
C -0.758 -9.181 13.095 -0.787
O -1.039 -10.547 13.141 0.134
C -0.742 -11.175 14.361 -0.824
C -0.882 -12.669 14.134 1.030
N -0.480 -13.395 15.342 0.201
C -0.558 -14.860 15.251 0.896
C 0.608 -15.407 14.427 1.417
O 0.576 -16.800 14.210 -0.090
C -0.435 -17.207 13.324 -0.474
H -1.469 -8.527 13.611 -0.230
H -0.969 -8.873 12.059 0.342
H 0.289 -8.890 13.225 0.399
H -1.379 -10.825 15.187 0.052
H 0.301 -10.986 14.664 0.624
H -0.224 -12.895 13.285 -0.391
H -1.900 -12.888 13.798 -0.517
H 0.514 -13.162 15.374 -0.065
H -1.512 -15.099 14.787 -1.299
H -0.542 -15.270 16.265 0.387
H 1.557 -15.173 14.902 -1.467
H 0.560 -14.860 13.472 0.063
H -0.450 -16.613 12.401 0.010
H -1.407 -17.183 13.835 0.236
H -0.307 -18.249 13.027 0.196
C -0.747 -27.187 17.901 -0.756
O -0.957 -25.995 17.172 -0.295
C -1.919 -26.141 16.153 -0.701
C -2.081 -24.840 15.404 -0.312
N -1.115 -24.694 14.323 -0.425
C -1.470 -23.599 13.413 -0.945
C -1.568 -22.237 14.082 -0.495
O -0.468 -22.094 14.940 -0.303
C -0.526 -20.873 15.651 -0.844
H -0.539 -26.909 18.937 0.228
H 0.132 -27.705 17.507 0.255
H -1.630 -27.828 17.902 0.341
H -2.900 -26.399 16.583 0.372
H -1.652 -26.947 15.457 0.338
H -2.105 -24.013 16.125 0.177
H -3.070 -24.893 14.931 0.425
H -0.228 -24.393 14.719 0.303
H -2.366 -23.899 12.869 0.420
H -0.644 -23.509 12.699 0.289
H -2.503 -22.134 14.664 0.487
H -1.621 -21.405 13.363 0.494
H 0.435 -20.631 16.094 0.253
H -1.238 -20.980 16.484 0.388
H -0.918 -20.082 15.003 0.303
C -3.442 -6.435 19.359 -0.819
O -3.382 -7.764 18.889 -0.160
C -4.447 -8.547 19.352 -0.789
C -4.392 -9.967 18.876 -0.439
N -4.722 -10.184 17.468 -0.282
C -4.146 -9.194 16.550 -0.523
C -4.387 -9.624 15.123 0.279
O -4.017 -8.579 14.248 -0.296
C -4.149 -8.880 12.887 -0.670
H -2.945 -6.359 20.335 0.282
H -4.472 -6.107 19.545 0.341
H -2.993 -5.779 18.618 0.247
H -5.454 -8.121 19.200 0.383
H -4.407 -8.555 20.459 0.484
H -5.069 -10.565 19.495 0.458
H -3.408 -10.420 19.093 0.160
H -4.439 -11.114 17.185 0.116
H -3.072 -9.052 16.695 0.304
H -4.709 -8.278 16.730 0.327
H -5.426 -9.919 14.933 0.424
H -3.747 -10.511 14.968 -0.557
H -5.107 -9.252 12.494 0.325
H -3.411 -9.591 12.493 0.135
H -4.006 -7.903 12.418 0.268
C -1.365 -6.875 16.147 -0.274
C -0.864 -6.048 15.002 -0.349
O -1.187 -4.665 15.220 -0.555
H -0.895 -6.640 17.102 0.528
H -1.190 -7.924 15.904 -0.101
H -2.440 -6.726 16.249 0.028
H -1.377 -6.340 14.079 0.211
H 0.217 -6.140 14.853 0.293
H -0.863 -4.115 14.502 0.300
C 1.585 -20.987 12.797 -0.294
C 2.198 -21.109 11.412 -0.451
O 3.552 -20.693 11.461 -0.535
H 1.713 -19.938 13.082 0.029
H 2.007 -21.659 13.538 0.390
H 0.502 -21.108 12.756 -0.004
H 1.648 -20.399 10.778 0.284
H 2.035 -22.098 10.972 0.288
H 3.791 -20.206 10.669 0.309
C 4.883 -12.033 13.404 -1.206
C 3.698 -12.922 13.072 -0.055
O 2.796 -12.993 14.171 -0.129
H 5.536 -11.887 12.544 0.402
H 5.461 -12.464 14.225 0.198
H 4.489 -11.081 13.760 0.288
H 3.987 -13.940 12.793 0.245
H 3.173 -12.533 12.194 0.206
H 3.028 -13.832 14.596 -0.097
```

Calculated values
* highest occupied orbital energy: -8.48 eV
* SMILES string: COC[C@H](C)N.COC[C@H](C)N.COC[C@H](C)N.COCCNCCOC.COCCNCCOC.COCCNCCOC.COCCNCCOC.CCO.CCO.CCO
* frontier orbital gap: 8.825 eV
* total charge: 0

---

What should be chosen as the most stable of them? Choose model w.

---

Model w:
A structure of composition C2H8N2OP2. Source: OMol25; level of theory: wB97M-V/def2-TZVPD.

Geometry as XYZ:
```
15
Properties=species:S:1:pos:R:3:nbo_charge:R:1
C -1.307 -0.711 -0.688 -0.419
C -1.120 0.847 1.260 -0.395
N 1.512 -0.874 -0.475 -1.082
N -0.711 0.456 -0.103 -0.784
O 1.545 1.819 -0.099 -1.093
P 3.079 -0.693 0.625 0.775
P 0.861 0.660 -0.631 2.031
H -0.941 -1.522 -0.214 0.186
H -2.449 -0.627 -0.741 0.198
H -1.111 -0.853 -1.813 0.213
H -0.772 0.159 1.882 0.177
H -0.703 1.821 1.426 0.226
H -2.180 0.899 1.033 0.205
H 3.631 -1.959 0.510 -0.098
H 0.665 0.579 -1.971 -0.141
```

Calculated values
* highest occupied orbital energy (spin up / spin down): -9.08 / -9.11 eV
* frontier orbital gap (spin up / spin down): 7.007 / 7.033 eV
* total charge: 0

---

Model x:
An isolated molecule of C2H8N2OP2. Source: OMol25; level of theory: wB97M-V/def2-TZVPD.

Geometry as XYZ:
```
15
Properties=species:S:1:pos:R:3:nbo_charge:R:1
C 0.832 0.451 1.700 -0.420
C 0.073 -1.386 0.383 -0.425
N -0.789 0.877 -1.517 -1.322
N -0.296 -0.179 1.014 -0.748
O 1.512 0.655 -2.889 -1.037
P 0.096 0.954 -3.017 1.442
P -1.316 0.834 0.189 0.981
H 1.317 -0.001 2.617 0.220
H 1.494 0.661 0.902 0.189
H 0.431 1.497 1.951 0.207
H 0.447 -2.120 1.223 0.197
H -0.684 -1.983 -0.162 0.218
H 0.852 -1.156 -0.349 0.191
H -1.708 1.137 -1.813 0.380
H -2.261 -0.240 -0.231 -0.073
```

Calculated values
* highest occupied orbital energy: -9.19 eV
* SMILES string: CN(C)PNP=O
* frontier orbital gap: 9.529 eV
* total charge: 0

---

What should be chosen as the most stable of them? Choose model x.

---

Model w:
An isolated molecule of C2H3BrN2S. Source: OMol25; level of theory: wB97M-V/def2-TZVPD.

Geometry as XYZ:
```
9
Properties=species:S:1:pos:R:3:nbo_charge:R:1
C -0.126 -0.267 -2.510 0.061
C -0.969 -0.994 -0.391 0.310
N -0.498 -0.902 -1.587 -0.365
N -0.269 -1.692 0.498 -0.739
S 1.240 -0.915 1.110 0.103
Br -2.873 -0.161 0.068 -0.065
H 0.066 -0.578 -3.439 0.166
H 1.540 -1.420 -0.058 0.123
H -0.787 -1.836 1.413 0.406
```

Calculated values
* highest occupied orbital energy: -7.61 eV
* frontier orbital gap: 6.822 eV
* total charge: 0

---

Model x:
An isolated molecule of C2H3BrN2S. Source: OMol25; level of theory: wB97M-V/def2-TZVPD.

Geometry as XYZ:
```
9
Properties=species:S:1:pos:R:3:nbo_charge:R:1
C -0.686 1.295 0.292 0.087
C -0.187 -0.317 -0.187 -0.104
N -0.958 1.368 1.527 -0.553
N -0.268 -1.025 1.003 -0.792
S -0.829 -0.077 2.344 0.627
Br -1.564 -0.948 -1.599 -0.118
H -0.785 2.077 -0.442 0.214
H 0.851 -0.437 -0.739 0.238
H 0.530 -1.532 1.293 0.402
```

Calculated values
* highest occupied orbital energy: -8.59 eV
* SMILES string: Br[C@H]1C=NSN1
* frontier orbital gap: 9.110 eV
* total charge: 0

---

Model y:
An isolated molecule of C2H3BrN2S. Source: OMol25; level of theory: wB97M-V/def2-TZVPD.

Geometry as XYZ:
```
9
Properties=species:S:1:pos:R:3:nbo_charge:R:1
C 1.047 1.872 -0.680 -0.140
C -0.839 -0.734 0.049 -0.047
N 0.681 1.063 0.289 -0.193
N -0.432 0.399 0.300 -0.200
S -0.015 -2.468 0.055 0.050
Br -0.937 -3.439 1.701 -0.035
H 0.531 1.654 -1.616 0.167
H 1.814 2.625 -0.526 0.205
H -1.852 -0.973 0.428 0.191
```

Calculated values
* highest occupied orbital energy: -9.03 eV
* SMILES string: C=N/N=C\SBr
* frontier orbital gap: 8.611 eV
* total charge: 0

---

What should be chosen as the most stable of them? Choose model x.